No. 1
{
  "formula": "C5H5FLiO4Sc",
  "method": "ωB97M-V/def2-TZVPD",
  "symbols": ["O", "C", "Sc", "H", "C", "O", "H", "Li", "F", "H", "H", "C", "C", "H", "O", "C", "O"],
  "positions_angstrom": [[-0.3752, 0.3709, -3.1333], [0.3031, 0.2089, 2.0897], [-1.5357, -1.2687, 0.6126], [1.6580, -1.4086, 2.8643], [0.5401, 0.6247, -1.0610], [-1.7235, -1.4028, -2.6477], [1.2047, 0.8339, 2.0279], [-2.0286, 1.6512, 2.4645], [0.1125, -2.0593, 1.6397], [1.4323, 0.0375, -0.8136], [1.1506, 1.8104, -2.9108], [-0.9739, -0.5270, -2.3652], [0.4386, 1.1918, -2.3725], [0.6850, 1.1154, 0.3541], [-0.5493, -0.3241, -1.0746], [0.7099, -1.0770, 2.4556], [-1.0487, 0.2228, 1.8702]],
  "forces_ev_per_a": [[2.596, 4.316, 0.530], [1.301, -5.089, 2.248], [-1.139, -1.069, 0.021], [-0.116, -0.204, -0.048], [-0.670, 0.269, 3.993], [0.983, 1.533, 0.319], [-1.161, 1.635, 0.778], [-0.321, 0.518, 0.639], [-0.544, -0.762, 1.616], [0.758, 0.263, -0.931], [-0.347, 0.659, -0.157], [-2.265, -3.219, 0.526], [-0.171, -3.288, -1.883], [-0.706, -0.635, -4.106], [0.659, 0.625, 0.396], [1.497, 2.563, -2.395], [-0.354, 1.888, -1.546]],
  "e_tot_ev": -37042.454,
  "e_above_lowest_kj_mol": 97.8,
  "fmax_ev_per_a": 5.71,
  "charge": 3,
  "s_squared": 0.75,
  "multiplicity": 2
}

---

No. 2
{
  "formula": "C5H5FOS",
  "method": "ωB97M-V/def2-TZVPD",
  "symbols": ["H", "S", "C", "H", "C", "H", "O", "H", "C", "C", "F", "C", "H"],
  "positions_angstrom": [[-0.7044, 0.1785, 1.0923], [0.9414, -0.3571, -2.3949], [0.6732, 0.9190, -0.0607], [-1.8152, -1.4500, -1.3885], [-1.4105, -0.6250, -0.7251], [1.1778, 1.7558, -0.5338], [1.6030, -1.2748, 0.9597], [2.6154, 0.5681, 1.0052], [1.6159, -0.0455, 0.7365], [-0.1776, -0.0116, -1.0759], [-2.8084, -0.7073, 1.1642], [-1.7183, -0.3734, 0.5200], [0.0077, 1.4233, 0.7009]],
  "forces_ev_per_a": [[-4.685, -1.875, -0.575], [-3.141, 0.349, 2.091], [-2.418, -1.866, 0.695], [0.041, 1.559, 0.725], [0.127, -1.844, -2.322], [0.416, -0.560, -0.307], [-0.995, 4.390, -0.824], [-1.885, -1.220, -0.033], [3.176, -1.242, 0.106], [5.541, 0.746, -2.113], [0.208, -0.268, 0.125], [2.766, 1.914, 3.050], [0.850, -0.081, -0.618]],
  "e_tot_ev": -20861.948,
  "e_above_lowest_kj_mol": 385.8,
  "fmax_ev_per_a": 5.98,
  "smiles": "O=CCC(=S)/C=C/F"
}

---

No. 3
{
  "formula": "C5H5I2NO",
  "method": "ωB97M-V/def2-TZVPD",
  "symbols": ["I", "C", "C", "H", "C", "H", "N", "H", "C", "H", "H", "I", "C", "O"],
  "positions_angstrom": [[-3.0506, 1.4898, 0.0596], [0.1060, -0.0195, -1.2409], [2.0545, -0.7988, -1.5242], [2.8074, -1.4991, -1.5533], [-1.9636, -0.1305, 0.7575], [-0.5879, -0.6807, 2.3466], [0.7796, 1.0602, -1.4455], [-1.5611, 0.5419, 2.9300], [-1.0528, 0.1998, 1.9274], [2.8291, 1.2808, -1.7658], [-0.5105, 1.1682, 1.7521], [-2.6874, -2.0381, 0.5845], [2.0410, 0.5809, -1.6640], [0.7963, -1.1548, -1.1637]],
  "forces_ev_per_a": [[-0.105, -0.157, -0.080], [-0.366, 0.771, 1.025], [-0.480, 3.657, 0.150], [1.238, -1.492, -0.065], [1.036, 0.852, 0.607], [1.101, -0.073, -0.637], [-1.505, -0.897, 0.105], [-0.288, -0.555, -1.837], [-1.530, 1.548, 1.665], [0.739, 0.173, -0.451], [0.344, -1.440, -0.261], [-0.100, -0.097, -0.025], [0.580, -1.893, 0.345], [-0.664, -0.397, -0.540]],
  "e_tot_ev": -24999.401,
  "e_above_lowest_kj_mol": 349.5,
  "fmax_ev_per_a": 3.69
}

---

No. 4
{
  "formula": "C5H5I2NO2",
  "method": "ωB97M-V/def2-TZVPD",
  "symbols": ["H", "O", "C", "I", "O", "H", "C", "H", "H", "C", "C", "H", "N", "I", "C"],
  "positions_angstrom": [[1.1347, 1.6795, 0.6040], [-0.5125, -2.1671, -2.7473], [0.0569, 0.2848, -1.0587], [0.8575, -1.9161, 0.6744], [1.7335, -1.6660, -2.5133], [-1.3109, 0.4027, 2.1791], [0.5945, 1.3021, 1.5785], [0.3659, 2.1003, 2.2953], [-1.5312, 1.4005, 0.7635], [0.6255, -1.9130, -2.6687], [-0.5587, -0.3192, 0.0662], [1.2000, 0.3301, 2.0796], [0.6186, 0.6954, -1.9604], [-2.5209, -0.9373, -0.5199], [-0.7529, 0.7234, 1.2276]],
  "forces_ev_per_a": [[-0.804, -0.600, 2.211], [0.877, 0.018, -0.289], [-0.986, -0.051, 1.058], [1.934, -3.023, 1.346], [1.296, -0.246, -0.395], [0.990, -0.464, -1.492], [1.272, -1.309, -0.369], [0.953, -0.139, -0.026], [1.255, 0.110, 0.637], [-1.646, -0.448, -0.024], [-2.982, 2.859, 0.353], [-1.149, 3.064, -1.073], [0.838, 1.019, -1.400], [-0.264, -0.509, 0.064], [-1.583, -0.281, -0.602]],
  "e_tot_ev": -27047.990,
  "e_above_lowest_kj_mol": 67.5,
  "fmax_ev_per_a": 4.15,
  "s_squared": 2.01,
  "multiplicity": 3
}

---

No. 5
{
  "formula": "C5H5IO2",
  "method": "ωB97M-V/def2-TZVPD",
  "symbols": ["H", "C", "H", "C", "H", "H", "H", "C", "I", "O", "C", "C", "O"],
  "positions_angstrom": [[2.1495, -0.2029, -0.3714], [0.0340, 0.7789, 1.0596], [1.4035, -0.3744, -1.9868], [1.1869, -0.4067, -0.8971], [0.2267, 1.6832, -0.9658], [-0.2829, 1.7667, 1.4319], [0.4393, 0.0708, 1.8830], [-0.6580, -1.3219, 0.0717], [-3.0008, 0.8169, -0.1156], [0.5087, -1.5372, -0.4233], [0.3119, 0.7785, -0.3767], [-0.9388, 0.1012, 0.1280], [-1.3800, -2.1531, 0.5626]],
  "forces_ev_per_a": [[-0.382, -1.108, -0.353], [-0.219, -0.028, 2.177], [-0.644, -0.444, 0.649], [0.590, 2.872, 0.684], [0.177, 0.106, 0.164], [0.064, -0.524, 0.121], [-0.087, 1.389, -1.704], [-2.915, 0.714, 1.989], [-2.619, 0.984, -0.294], [3.297, -2.313, -1.718], [0.465, -1.177, -1.166], [2.017, 0.222, -0.095], [0.259, -0.693, -0.454]],
  "e_tot_ev": -17456.387,
  "e_above_lowest_kj_mol": 0.0,
  "fmax_ev_per_a": 4.38,
  "s_squared": 2.01,
  "multiplicity": 3
}

---

No. 6
{
  "formula": "C5H5LiN2S4Sb",
  "method": "ωB97M-V/def2-TZVPD",
  "symbols": ["N", "C", "S", "C", "Sb", "H", "H", "C", "H", "C", "C", "S", "Li", "H", "N", "S", "S", "H"],
  "positions_angstrom": [[-0.4029, 0.0838, 0.4696], [-1.8581, -0.0054, 2.7451], [-0.1536, 2.6729, 0.6472], [-0.8535, -1.0768, 0.8935], [3.0647, 2.6099, -3.5943], [-1.9781, -2.1453, 2.3976], [-0.9306, -2.1952, -0.9217], [-0.5467, -2.3080, 0.0910], [0.5303, -2.4540, 0.0249], [-1.6119, -1.1870, 2.0612], [-0.7011, 1.1914, 1.1949], [3.7513, 1.2623, -1.7750], [1.1697, 1.4154, -1.3795], [-2.4354, -0.0006, 3.6679], [-1.4266, 1.1610, 2.3373], [0.9254, 1.6727, -3.9532], [4.4602, 2.4848, -5.4661], [-1.0030, -3.1820, 0.5595]],
  "forces_ev_per_a": [[0.215, -0.295, -0.347], [-0.044, -0.313, -0.031], [0.575, 0.850, -0.654], [-0.324, -0.256, 0.419], [0.058, -0.932, -0.242], [-0.052, -0.042, 0.085], [0.029, -0.010, -0.068], [0.021, 0.074, 0.007], [0.055, 0.000, -0.054], [0.022, -0.109, -0.057], [-0.006, 0.076, -0.029], [-0.204, 0.410, 0.012], [-0.004, 0.035, 0.021], [-0.040, -0.083, 0.037], [-0.233, 0.091, 0.433], [0.062, 0.356, 0.257], [-0.178, 0.170, 0.297], [0.048, -0.020, -0.085]],
  "e_tot_ev": -58334.169,
  "fmax_ev_per_a": 1.22,
  "charge": -2,
  "s_squared": 0.76,
  "multiplicity": 2
}